This record from the Open Molecules 2025 dataset describes 3 unconnected molecules or ions with the total composition C42H87N3O4P in a non-equilibrium geometry. The level of theory is ωB97M-V/def2-TZVPD.

The geometry in ORCA input format:
```
! wB97M-V def2-TZVPD RIJCOSX def2/J DEFGRID3
* xyz -1 3
C -4.4204 1.4093 -2.7605
H -5.6061 2.6987 -1.4812
H 2.7687 -7.6493 3.5578
H -6.0228 4.9131 3.2007
H 7.3431 -4.2116 1.8072
H -0.9094 -2.5355 0.9266
H 0.0684 -4.9576 0.4853
C -1.7240 4.6201 1.8535
O 4.8205 -6.4459 -0.2341
H -0.8475 6.0755 3.7034
H 5.9386 -5.1055 -4.4172
C -0.5465 -0.4092 -0.0489
H -4.0622 5.9350 -3.0833
H -3.0698 -0.9924 -1.0681
C -3.2394 2.3499 -3.1183
H 6.8769 -3.4121 -0.3821
H -4.0321 6.0041 5.2411
C -6.0778 3.1124 -3.5549
C 6.4571 -4.4111 -0.8678
C 0.9190 -0.6434 0.7100
H 4.2411 -4.4761 -0.6480
H 6.1923 -1.9782 3.5196
H 6.5703 -6.2225 -2.9510
C -4.4388 5.2076 4.6064
H -6.5188 1.4331 -2.2795
C -6.1348 7.1010 1.6424
C -4.9383 4.0980 -3.9149
C 7.3730 -1.5045 1.5915
H 6.5609 -2.2954 -3.8708
H -2.2189 6.9532 4.2956
H -5.7936 7.7632 0.8375
C -2.0438 1.4607 -3.6016
H 4.0860 -3.9734 1.6571
C 1.6820 -6.3314 -0.4043
H -6.6083 6.2242 1.1862
H -1.7179 0.7733 -2.8117
C 6.9344 -0.4222 0.4421
C 0.5094 -5.1966 -0.5969
C -3.7939 -2.8893 -0.0159
H -6.2762 6.2646 4.2873
C -3.3260 4.5455 3.7994
P 3.8383 -7.0768 1.1051
H -4.6972 -3.0621 -0.7492
C -4.9558 6.7236 2.6036
C -5.5145 5.7600 3.6801
O 4.5173 -5.9049 2.2537
C -2.6922 3.0055 -1.8206
H 1.8470 0.9886 -0.6544
H -0.9391 0.6287 0.3245
H -6.9827 3.6620 -3.2674
O -3.6440 2.8092 -5.3833
H 4.8386 -8.0812 1.4633
H -1.1799 2.0776 -3.8777
H -3.4735 3.3458 -1.1411
H -2.0318 3.8504 -2.0496
H 0.7807 -0.8403 1.8735
H 1.8529 -5.8695 1.6877
C 5.1376 -4.9940 -0.0545
H 2.4420 -6.3460 -1.3070
H 3.9519 0.4916 -1.4173
H 5.1273 1.4076 -0.2470
H -3.6762 -4.4504 1.6458
H -2.0666 -4.3705 0.6673
C 6.1316 -2.2503 2.3592
C -2.7203 5.4714 2.7116
H -2.1012 2.2921 -1.2322
O -4.2475 5.2240 0.9477
C -3.2469 -4.3381 0.5530
N -3.6151 3.4150 -4.1133
H -4.1583 -2.2664 0.9097
H -4.1501 0.7686 -1.9110
C 1.9609 0.6313 0.4589
H -4.6230 0.7295 -3.6001
N 2.4847 -5.9471 0.8373
C 7.1612 -3.0331 -3.1615
H -2.2033 -1.1448 1.3696
H -3.5622 -5.2006 -0.1758
C -1.7980 6.5235 3.3867
C 5.0380 -4.6715 1.5831
C -1.5271 -1.6192 0.5087
H -2.5407 4.2050 4.4869
H -5.6571 4.2825 -6.0218
H 1.8555 -9.9147 1.3941
H -5.4720 8.5214 3.7503
H 4.9969 -3.4065 -2.4440
C -4.5954 8.0849 3.2531
H -3.8323 8.0265 4.0234
H 0.9982 -4.1970 -0.9871
H 1.3436 -1.6483 0.2539
H -2.3059 0.8302 -4.4587
H 7.7587 -2.3507 -2.4041
H -0.3307 -5.6033 -1.3233
C 5.7973 -5.3930 -3.2690
C -2.5573 -2.0090 -0.7152
H 7.8745 -0.2886 -0.2792
H 1.1783 -7.3857 -0.3117
H 6.0037 -0.9373 -1.6523
H -2.0521 -2.5948 -1.5957
H 7.3478 -5.1886 -0.8837
H 8.1777 -2.2897 1.1908
H -4.2586 8.8060 2.4984
C -5.3958 4.9194 -5.1690
H 4.6805 -5.7414 -3.0617
N -3.7655 6.1633 1.8784
H 1.7076 1.4684 1.2535
H 7.9572 -0.8828 2.4264
C 6.0222 -3.9774 -2.4180
H -4.8813 4.4714 5.2864
H -4.6151 5.6191 -5.4910
H 5.2120 -1.9210 -0.2535
C -5.7090 2.1556 -2.4284
C 3.4918 0.0459 0.7813
C 6.3049 -3.9125 2.3027
H -1.2708 5.2255 1.0592
H -6.3531 2.5167 -4.4351
H 3.3935 -1.1436 0.8062
H 6.3727 -4.3300 3.4188
C 4.5704 0.3715 -0.4248
H 7.8888 -3.6476 -3.8666
H -4.5799 4.8054 -1.8300
H -5.7723 5.7203 -2.6957
H 0.5087 -8.7498 2.3394
H -0.4378 -0.4984 -1.2115
H 3.8808 0.4503 1.8220
H -2.2018 3.7481 1.3930
H -3.7334 3.6380 3.3317
C 2.6867 -7.9315 2.4176
H -0.9087 4.2245 2.4712
H -6.2925 5.5101 -4.9448
H -1.5494 7.3369 2.6947
C 5.6778 -0.8781 -0.5054
C 1.6312 -8.9401 2.0125
H 5.0613 -1.9273 2.0086
C -4.8197 5.1875 -2.8178
H 6.7804 0.6436 0.9514
H 3.3789 -8.1358 0.2012
H -6.9294 7.6279 2.1848
*
```

The energy above the lowest of the compared OMol25 structures with the same formula, charge and spin is 12.986 eV. Its HOMO-LUMO gap (spin up / spin down) is 5.3 / 4.1 eV. The electronic energy comes out at -66897.2763 eV.